[1]
{
  "formula": "C14H25AuBIO3P2",
  "method": "ωB97M-V/def2-TZVPD",
  "relative_energy_kcal_mol": 0.0,
  "charge": 2,
  "spin_multiplicity": 3,
  "symbols": ["C", "I", "H", "H", "H", "Au", "P", "C", "C", "H", "H", "H", "H", "H", "H", "C", "H", "H", "H", "P", "C", "C", "H", "H", "H", "C", "H", "H", "H", "H", "H", "H", "C", "O", "O", "B", "O", "C", "C", "C", "C", "C", "C", "H", "H", "H", "H"],
  "xyz": [[-0.34336, 1.31917, -2.06786], [0.44915, 0.77603, 0.33244], [0.06773, 1.18056, -3.08021], [-1.44157, 1.34400, -2.17217], [-0.08632, 0.29588, -1.67841], [3.76763, -1.62480, -3.19851], [0.33450, 3.00415, -1.72179], [-0.99066, 3.83023, -0.81881], [1.91479, 3.36338, -0.93332], [2.18161, 4.41019, -1.13511], [0.79228, 4.84654, -3.24311], [2.69001, 2.72519, -1.36836], [1.39484, 3.29969, -3.87052], [-1.13026, 3.38156, 0.17252], [1.84831, 3.19828, 0.14929], [0.55098, 3.78194, -3.35211], [-0.76869, 4.89285, -0.68051], [-0.34700, 3.67550, -3.97113], [-1.93197, 3.74192, -1.37737], [1.03440, -2.13889, -1.85248], [-0.57497, -2.77528, -1.16380], [1.05450, -3.27371, -3.29990], [3.07961, -2.55818, -0.70144], [2.09852, -4.05803, -0.75463], [1.69614, -2.74381, 0.41108], [2.07199, -2.97364, -0.59281], [1.90368, -3.00005, -3.94108], [1.11259, -4.32735, -2.99169], [-0.61901, -3.87251, -1.30041], [-1.42314, -2.32919, -1.69690], [0.12222, -3.09371, -3.85473], [-0.66082, -2.54199, -0.09519], [-2.49537, -0.42539, 0.15594], [-3.20346, -0.08505, -0.69646], [-0.93208, -1.67706, 1.98892], [-1.57955, -0.51189, 1.43566], [-1.97519, 0.43299, 2.43523], [-1.58998, -0.17528, 3.60373], [-1.69762, 0.33035, 4.88707], [-1.12106, -0.40357, 5.93204], [-0.49839, -1.63298, 5.69309], [-0.41489, -2.15969, 4.38724], [-0.93835, -1.41010, 3.34605], [-2.19640, 1.28594, 5.02698], [-1.17798, -0.01077, 6.95083], [-0.06421, -2.18662, 6.52377], [0.03683, -3.12681, 4.17892]],
  "forces_ev_per_a": [[0.121, -0.131, -2.335], [0.925, -0.879, 2.608], [-0.193, -0.246, -0.144], [0.418, 0.447, 0.186], [0.196, 0.685, -0.495], [0.171, 0.254, 0.002], [-0.762, 1.327, -0.563], [-0.177, 0.180, 0.110], [0.191, -0.527, 0.422], [-0.299, -0.224, -0.075], [-0.132, -0.242, 0.136], [0.002, 0.041, 0.136], [-0.247, 0.067, 0.184], [0.104, 0.091, -0.263], [0.219, 0.194, -0.389], [-0.165, -0.321, -0.111], [0.055, -0.130, -0.091], [0.146, 0.032, 0.132], [0.257, 0.033, 0.044], [-0.715, -0.617, 0.362], [-0.244, 0.068, -0.123], [0.054, 0.260, -0.047], [0.021, -0.309, 0.277], [-0.028, 0.225, 0.137], [0.102, -0.065, -0.175], [0.470, 0.231, -0.266], [-0.257, -0.355, -0.075], [0.007, 0.315, -0.129], [-0.102, 0.500, 0.207], [-0.015, -0.168, -0.068], [0.295, -0.133, 0.011], [0.089, -0.191, -0.196], [-3.402, 1.835, -4.106], [3.262, -1.887, 3.873], [-1.633, 1.822, -1.422], [0.865, -0.883, 3.471], [-0.146, -1.446, -2.173], [1.292, -1.225, 1.055], [0.044, 0.167, -0.260], [-0.209, 0.031, -0.132], [-0.083, 0.035, -0.669], [0.059, -0.037, -0.020], [-0.548, 1.238, 1.283], [0.115, -0.175, 0.200], [0.017, -0.169, -0.407], [-0.149, 0.082, -0.252], [0.005, 0.201, 0.150]]
}



[2]
{
  "formula": "C6H10S2",
  "method": "ωB97M-V/def2-TZVPD",
  "relative_energy_kcal_mol": 39.4,
  "spin_multiplicity": 1,
  "smiles": "C/C=C/CC=C=S.S",
  "symbols": ["C", "C", "C", "C", "C", "C", "S", "S", "H", "H", "H", "H", "H", "H", "H", "H", "H", "H"],
  "xyz": [[2.69433, -0.54267, -0.01936], [-0.67763, -0.63253, 0.58829], [0.61407, -0.99259, 1.27126], [-0.84382, -0.41886, -0.70611], [1.72992, -1.33784, 0.32040], [-2.13340, -0.01175, -1.33369], [3.81963, 0.44851, -0.46653], [-0.35708, 3.05330, 0.29497], [-1.51517, -0.53001, 1.26902], [0.62948, 2.60126, -0.46932], [0.91951, -0.15210, 1.90307], [0.43862, -1.84787, 1.93039], [0.00005, -0.50957, -1.37985], [1.70130, -2.33233, -0.10277], [-2.38452, -0.66758, -2.16699], [-2.05459, 1.00239, -1.72791], [-2.94079, -0.03128, -0.60607], [0.36010, 2.90154, 1.40121]],
  "forces_ev_per_a": [[0.399, 0.462, -0.295], [0.124, -0.158, 0.066], [0.037, 0.245, -0.060], [-0.047, -0.050, -0.005], [-0.281, -0.367, 0.287], [0.015, 0.015, 0.044], [-0.219, -0.216, 0.160], [-0.389, 0.267, -0.064], [-0.173, 0.057, -0.036], [0.241, -0.147, -0.195], [-0.020, -0.090, 0.067], [0.072, 0.082, 0.045], [0.157, -0.034, 0.024], [0.144, -0.085, -0.220], [-0.074, -0.018, -0.038], [-0.036, 0.061, -0.058], [-0.122, 0.010, 0.006], [0.171, -0.034, 0.274]]
}



[3]
{
  "formula": "C31H39ClCoN10O8SSi",
  "method": "ωB97M-V/def2-TZVPD",
  "relative_energy_kcal_mol": 17.5,
  "spin_multiplicity": 2,
  "symbols": ["Co", "N", "C", "N", "C", "N", "N", "C", "C", "C", "C", "C", "C", "N", "C", "C", "C", "C", "C", "C", "H", "H", "H", "H", "H", "H", "H", "H", "H", "H", "H", "C", "C", "N", "C", "C", "N", "H", "H", "H", "H", "H", "H", "C", "Si", "C", "C", "C", "C", "H", "H", "H", "H", "H", "H", "H", "H", "H", "O", "Cl", "O", "O", "O", "C", "C", "S", "O", "O", "C", "C", "N", "C", "N", "C", "C", "N", "O", "O", "C", "H", "H", "H", "H", "H", "H", "H", "H", "H", "H", "H", "H", "H"],
  "xyz": [[-1.38937, -1.61403, -0.51972], [1.87841, 0.57176, -3.21594], [0.76300, -0.12262, -2.90199], [0.58891, -0.78145, -1.81210], [1.60410, -0.84263, -0.87613], [1.49559, -1.55458, 0.19593], [0.26511, -2.17349, 0.33065], [0.20779, -3.12338, 1.19132], [-1.06234, -3.84138, 1.34285], [-1.31830, -4.68111, 2.41346], [-2.57438, -5.26301, 2.50498], [-3.50853, -5.00765, 1.51686], [-3.15895, -4.17180, 0.46013], [-1.96814, -3.60091, 0.38113], [2.85093, -0.11439, -1.14294], [3.92906, -0.10765, -0.25446], [5.08534, 0.57638, -0.56668], [5.18074, 1.27297, -1.77354], [4.12382, 1.29080, -2.65916], [2.95946, 0.59198, -2.34389], [1.92055, 1.07564, -4.08956], [-0.02534, -0.10717, -3.64798], [1.08296, -3.37623, 1.78265], [-0.56395, -4.84512, 3.17115], [-2.82233, -5.89873, 3.34436], [-4.49886, -5.43823, 1.55577], [-3.86175, -3.93048, -0.32899], [3.82946, -0.65633, 0.67132], [5.92136, 0.56640, 0.11909], [6.09243, 1.79874, -2.02408], [4.18785, 1.83896, -3.59090], [0.81576, -4.03774, -2.37047], [-0.35026, -3.42745, -3.06329], [-1.32882, -2.74048, -2.51603], [-2.19884, -2.42362, -3.54227], [-1.72810, -2.92000, -4.71398], [-0.55011, -3.55955, -4.39607], [0.69696, -3.92269, -1.29991], [1.75411, -3.56588, -2.66981], [0.88483, -5.10242, -2.59779], [-3.11261, -1.89104, -3.36331], [-2.12401, -2.89074, -5.71174], [0.05048, -4.05145, -5.03395], [-2.27023, -0.67275, 5.28691], [-3.34275, -0.33448, 3.77979], [-3.79486, 1.48309, 3.73062], [-4.88238, -1.39658, 3.83348], [-2.40222, -0.75413, 2.28005], [-1.94524, -1.03074, 1.18526], [-2.78349, -0.41151, 6.21505], [-1.34490, -0.09581, 5.24144], [-2.00339, -1.73010, 5.33722], [-4.37618, 1.78364, 4.60479], [-4.38734, 1.69132, 2.83848], [-2.89829, 2.10452, 3.69105], [-5.57612, -1.08247, 4.61585], [-4.62120, -2.44212, 4.00822], [-5.38955, -1.33580, 2.86964], [-4.98789, -1.13813, 0.13771], [-4.58165, -1.10335, -1.22641], [-5.17680, -0.01565, -1.93564], [-4.87095, -2.35849, -1.87466], [-3.11752, -0.89668, -1.31431], [5.94578, 5.13031, 1.42361], [5.02917, 4.22203, 0.61616], [3.35056, 4.80101, 0.76004], [2.87202, 4.46347, 2.07954], [3.29472, 6.16934, 0.31526], [2.43312, 3.79485, -0.40723], [0.94769, 4.07711, -0.18508], [0.07830, 3.00113, -0.63601], [-0.40514, 2.01590, 0.15988], [-1.22646, 1.20868, -0.49285], [-1.30924, 1.68294, -1.75201], [-0.49920, 2.78521, -1.87880], [-0.04402, 3.38270, -3.07269], [0.79285, 4.27722, -3.00225], [-0.42538, 2.88551, -4.12632], [-0.02680, 1.86285, 1.58787], [6.97582, 4.78916, 1.33735], [5.66388, 5.11950, 2.47509], [5.88262, 6.15422, 1.06134], [5.02531, 3.19810, 0.98786], [5.27014, 4.23016, -0.44711], [2.68298, 2.75352, -0.19063], [2.74765, 4.06199, -1.41381], [0.66308, 4.99192, -0.69677], [0.76715, 4.19726, 0.88181], [-1.94511, 1.22035, -2.48902], [-0.33658, 2.72982, 2.17382], [1.05414, 1.75509, 1.69996], [-0.53012, 0.97673, 1.97152]],
  "forces_ev_per_a": [[-1.236, -0.853, -0.062], [-0.030, -0.056, -0.093], [0.090, 0.033, 0.064], [0.133, 0.208, -0.101], [-0.089, -0.096, 0.003], [0.102, 0.027, 0.118], [0.289, -0.309, 0.174], [0.045, 0.287, -0.238], [-0.091, -0.047, -0.121], [0.085, 0.045, -0.007], [-0.066, 0.002, -0.025], [0.060, -0.005, 0.001], [-0.062, 0.009, 0.077], [0.170, -0.001, 0.040], [0.001, 0.043, -0.009], [-0.015, 0.028, -0.018], [-0.010, 0.001, 0.011], [-0.025, 0.000, -0.006], [0.008, 0.028, 0.022], [0.013, 0.001, 0.093], [-0.036, 0.002, 0.059], [-0.069, 0.030, 0.018], [-0.027, -0.006, 0.013], [0.013, -0.007, 0.010], [0.008, -0.018, 0.004], [-0.011, 0.001, 0.002], [0.002, 0.011, -0.007], [0.002, -0.013, 0.020], [0.016, 0.003, 0.009], [0.011, 0.024, 0.009], [0.008, -0.006, -0.021], [0.022, 0.036, -0.050], [-0.037, -0.172, 0.114], [0.136, 0.316, 0.014], [0.023, -0.009, -0.083], [-0.034, 0.023, 0.020], [0.018, 0.016, -0.046], [-0.002, -0.011, 0.027], [0.014, 0.022, 0.013], [0.009, -0.010, -0.005], [0.045, 0.004, -0.024], [-0.002, -0.020, -0.045], [-0.016, -0.035, 0.040], [-0.085, 0.031, 0.014], [0.142, -0.060, -0.048], [-0.042, -0.038, 0.009], [0.013, 0.051, 0.002], [-0.019, -0.006, 0.190], [0.142, 0.260, -0.077], [-0.016, 0.004, 0.016], [0.026, 0.016, -0.012], [0.012, -0.026, -0.014], [-0.006, -0.006, 0.024], [-0.008, 0.012, -0.028], [0.030, 0.009, -0.004], [-0.006, 0.009, 0.025], [0.018, -0.028, -0.007], [-0.036, -0.001, -0.023], [0.020, -0.019, 0.066], [-0.052, -0.082, -0.008], [0.012, -0.043, 0.018], [-0.046, -0.023, 0.047], [0.360, 0.282, -0.059], [-0.042, 0.004, 0.018], [-0.084, 0.045, -0.003], [-0.055, -0.070, -0.009], [0.047, -0.009, -0.023], [-0.012, 0.001, -0.039], [0.030, 0.044, 0.113], [-0.065, 0.154, 0.014], [0.092, -0.016, -0.149], [0.055, -0.121, 0.071], [-0.089, 0.343, -0.097], [-0.051, 0.093, 0.088], [-0.018, -0.135, 0.049], [0.429, -0.352, -0.187], [-0.210, 0.035, -0.033], [-0.098, 0.236, 0.123], [-0.011, -0.009, -0.010], [0.011, -0.013, -0.007], [0.012, -0.006, 0.022], [0.022, 0.016, -0.014], [0.024, -0.047, -0.042], [0.030, -0.015, -0.029], [-0.021, -0.028, 0.005], [0.038, -0.038, -0.022], [0.027, -0.006, 0.084], [-0.039, 0.017, -0.017], [0.040, -0.020, -0.077], [-0.006, 0.020, 0.018], [0.024, 0.013, 0.026], [0.002, -0.007, -0.021]]
}